Model i:
DFT (ωB97M-V/def2-TZVPD) results for C13H15NO3 in the gas phase.

Geometry as ORCA input:
```
! RIJCOSX wB97M-V def2-TZVPD def2/J DEFGRID3
* xyz 0 1
C 1.23 -2.95 1.00
C 1.93 -2.36 -0.22
C 0.96 -2.02 -1.36
C -0.02 -0.96 -0.91
C 0.44 0.36 -0.80
C -0.40 1.37 -0.34
O -0.06 2.67 -0.19
C 1.33 2.98 -0.19
C 2.08 2.39 1.01
C -1.72 1.02 -0.01
C -2.17 -0.27 -0.15
C -1.34 -1.29 -0.59
C -3.60 -0.32 0.25
O -4.30 -1.28 0.37
N -4.02 1.03 0.50
C -2.83 1.85 0.52
O -2.81 2.95 0.97
H 1.96 -3.26 1.74
H 0.58 -2.21 1.47
H 0.60 -3.78 0.69
H 2.71 -3.03 -0.56
H 2.38 -1.41 0.10
H 1.53 -1.60 -2.19
H 0.44 -2.93 -1.66
H 1.45 0.60 -1.08
H 1.37 4.06 -0.12
H 1.80 2.74 -1.14
H 2.69 3.13 1.51
H 2.77 1.62 0.66
H 1.39 1.89 1.68
H -1.73 -2.29 -0.67
H -4.64 1.27 -0.27
*
```

Results
orbital gap: 8.969 eV
highest occupied orbital energy: -9.16 eV
E_LUMO: -0.19 eV

---

Model ii:
DFT (ωB97M-V/def2-TZVPD) results for C13H15NO3 in the gas phase.

Geometry as ORCA input:
```
! RIJCOSX wB97M-V def2-TZVPD def2/J DEFGRID3
* xyz 0 1
C -3.30 -1.76 0.38
C -3.65 -0.27 0.45
C -3.88 0.30 -0.95
O -2.68 0.48 1.19
C -1.40 0.52 0.70
C -0.45 -0.41 1.13
C 0.86 -0.33 0.69
C 1.25 0.67 -0.20
C 2.68 0.76 -0.67
C 3.28 -0.58 -1.09
C 4.19 -1.00 0.04
O 4.75 -2.04 0.21
N 4.28 0.09 0.89
C 3.52 1.18 0.54
O 3.52 2.24 1.10
C 0.31 1.61 -0.60
C -1.00 1.53 -0.16
H -3.13 -2.15 1.38
H -4.12 -2.30 -0.08
H -2.40 -1.91 -0.22
H -4.56 -0.14 1.05
H -4.71 -0.22 -1.42
H -2.99 0.17 -1.57
H -4.12 1.36 -0.89
H -0.74 -1.18 1.82
H 1.57 -1.06 1.04
H 2.75 1.52 -1.44
H 2.52 -1.35 -1.28
H 3.88 -0.49 -2.00
H 4.88 0.09 1.71
H 0.60 2.41 -1.27
H -1.72 2.28 -0.48
*
```

Results
orbital gap: 9.817 eV
highest occupied orbital energy: -9.10 eV
E_LUMO: 0.72 eV

---

model ii has the most favorable energy; the next structure is 85.7 kJ/mol above.

---

Model i:
DFT (ωB97M-V/def2-TZVPD) results for C4H12NO2P in the gas phase.

Geometry as ORCA input:
```
! RIJCOSX wB97M-V def2-TZVPD def2/J DEFGRID3
* xyz 0 1
C 1.19 1.88 0.27
C 1.17 0.41 0.83
C 0.17 -0.34 -0.01
C 0.28 -0.37 -1.57
N -0.07 -1.73 0.73
P -1.73 0.52 0.48
O -2.00 1.47 -0.63
O -2.42 -1.06 -0.02
H 0.23 2.13 -0.09
H 1.30 2.67 1.14
H 1.85 1.94 -0.46
H 2.11 -0.13 0.87
H 0.78 0.40 1.92
H -0.64 -0.98 -1.84
H 1.16 -0.67 -1.92
H 0.19 0.62 -1.79
H 0.61 -2.49 0.68
H -1.15 -1.78 0.42
H 0.15 -1.55 1.70
H -3.16 -0.93 -0.70
*
```

Results
orbital gap: 7.794 eV
highest occupied orbital energy: -7.44 eV
E_LUMO: 0.35 eV

---

Model ii:
DFT (ωB97M-V/def2-TZVPD) results for C4H12NO2P in the gas phase.

Geometry as ORCA input:
```
! RIJCOSX wB97M-V def2-TZVPD def2/J DEFGRID3
* xyz 0 1
C -1.49 0.50 0.07
C -0.14 0.61 -0.63
C -0.29 -0.16 -1.94
C 1.02 0.17 0.26
N 0.74 -1.24 1.11
P 1.52 1.25 1.68
O 1.94 2.58 1.26
O 2.66 0.36 2.43
H -2.09 -0.45 0.06
H -1.36 0.81 1.14
H -2.09 1.28 -0.28
H 0.12 1.67 -0.78
H -0.46 -1.19 -1.71
H -1.01 0.23 -2.70
H 0.81 -0.22 -2.29
H 1.63 -0.21 -0.61
H -0.07 -1.07 1.64
H 0.73 -2.11 0.52
H 0.50 1.26 2.53
H 2.24 -0.57 2.48
*
```

Results
orbital gap: 10.787 eV
highest occupied orbital energy: -10.15 eV
E_LUMO: 0.64 eV

---

Model iii:
DFT (ωB97M-V/def2-TZVPD) results for a 2-piece molecular cluster, C4H12NO2P overall.

Geometry as ORCA input:
```
! RIJCOSX wB97M-V def2-TZVPD def2/J DEFGRID3
* xyz 0 1
C -1.34 0.78 -0.16
C 0.52 1.98 1.11
C -0.80 -2.49 -2.54
C -0.14 0.58 0.81
N -0.29 -0.22 1.92
O 2.53 -0.27 0.70
O 1.59 0.52 -1.51
P 1.21 -0.34 -0.37
H -2.06 0.03 -0.55
H -0.87 1.16 -1.08
H -1.94 1.58 0.39
H 0.74 2.13 2.08
H 1.33 2.06 0.43
H -0.21 2.66 0.80
H -1.07 -1.74 -3.18
H -0.08 -3.28 -2.85
H -1.32 -2.59 -1.58
H -0.77 -1.10 1.75
H 0.60 -0.57 2.41
H 2.35 -0.89 1.42
*
```

Results
orbital gap (alpha / beta): 7.345 / 8.129 eV
highest occupied orbital energy (alpha / beta): -8.85 / -8.08 eV
E_LUMO (alpha / beta): -1.51 / 0.05 eV

---

model ii has the most favorable energy; the next structure is 147.2 kJ/mol above.

---

Model i:
DFT (ωB97M-V/def2-TZVPD) results for a 2-piece molecular cluster, C4H12NO2P overall.

Geometry as ORCA input:
```
! RIJCOSX wB97M-V def2-TZVPD def2/J DEFGRID3
* xyz 0 1
C -0.59 2.16 1.39
C 0.15 0.87 1.67
C -0.44 -0.43 1.10
C -0.23 -0.51 -1.22
N -1.59 -0.50 -1.58
O 1.15 -2.16 -2.65
O 2.22 -1.38 -0.69
P 0.78 -2.06 -1.14
H -1.45 2.25 2.01
H -0.01 3.02 1.61
H -0.83 2.23 0.32
H 0.55 0.81 2.71
H 1.14 1.00 1.30
H -1.48 -0.23 1.28
H -0.13 -1.43 1.64
H 0.39 0.38 -1.23
H -1.93 0.32 -2.16
H 1.75 -1.42 -2.81
H -2.01 -1.39 -1.75
H 2.57 -1.54 0.22
*
```

Results
orbital gap: 8.140 eV
highest occupied orbital energy: -7.32 eV
E_LUMO: 0.82 eV

---

Model ii:
DFT (ωB97M-V/def2-TZVPD) results for a 2-piece molecular cluster, C4H12NO2P overall.

Geometry as ORCA input:
```
! RIJCOSX wB97M-V def2-TZVPD def2/J DEFGRID3
* xyz 0 1
C 0.50 2.54 -0.62
C -2.31 -0.43 -0.64
C 0.45 -0.53 2.55
C 1.62 -1.74 -1.43
N 0.33 1.40 0.27
O -0.97 -0.73 -0.97
O -0.26 -0.86 1.37
P 0.20 -0.13 0.01
H 1.50 2.50 -0.95
H 0.13 3.44 -0.08
H -0.18 2.62 -1.56
H -2.47 -0.47 0.44
H -2.78 -1.09 -1.34
H -2.61 0.59 -0.95
H 1.38 -0.02 2.48
H 0.59 -1.61 3.03
H -0.35 0.15 3.11
H 0.93 -1.91 -2.18
H 2.30 -1.00 -1.55
H 2.00 -2.72 -1.00
*
```

Results
orbital gap: 8.415 eV
highest occupied orbital energy: -8.25 eV
E_LUMO: 0.17 eV

---

model i has the most favorable energy; the next structure is 86.7 kJ/mol above.

---

Model i:
DFT (ωB97M-V/def2-TZVPD) results for a 2-piece molecular cluster, C3H3N2O2 overall.

Geometry as ORCA input:
```
! RIJCOSX wB97M-V def2-TZVPD def2/J DEFGRID3
* xyz -1 1
C -1.14 0.51 -1.15
C -0.32 0.22 -0.04
C 1.20 0.28 -0.10
N -0.94 -1.91 2.66
N -0.66 -1.83 1.54
O -1.04 1.61 -0.35
O -1.77 0.19 -2.09
H 1.54 1.37 -0.49
H 1.54 -0.48 -0.87
H 1.59 0.04 0.90
*
```

Results
orbital gap: 6.604 eV
highest occupied orbital energy: -2.13 eV
E_LUMO: 4.48 eV

---

Model ii:
DFT (ωB97M-V/def2-TZVPD) results for a 2-piece molecular cluster, C3H3N2O2 overall.

Geometry as ORCA input:
```
! RIJCOSX wB97M-V def2-TZVPD def2/J DEFGRID3
* xyz -1 1
C -1.11 2.19 2.42
C -0.01 0.33 1.45
C 0.10 -0.12 0.01
N -0.01 -0.73 2.41
N 1.10 -0.16 2.36
O -1.70 2.69 1.53
O -0.78 2.13 3.55
H 0.87 -0.89 -0.13
H 0.34 0.73 -0.63
H -0.86 -0.54 -0.32
*
```

Results
orbital gap: 6.947 eV
highest occupied orbital energy: -2.64 eV
E_LUMO: 4.31 eV

---

model i has the most favorable energy; the next structure is 39.2 kJ/mol above.

---

Model i:
DFT (ωB97M-V/def2-TZVPD) results for a 2-piece molecular cluster, C6H13O2 overall.

Geometry as ORCA input:
```
! RIJCOSX wB97M-V def2-TZVPD def2/J DEFGRID3
* xyz 0 2
H 0.75 0.34 -1.64
C -0.14 -0.29 -1.61
C 0.12 -1.62 -2.31
C -0.58 -0.48 -0.16
C -0.84 0.84 0.55
C -1.22 0.62 1.98
O -2.38 0.51 2.29
C -0.14 0.50 2.99
H -0.91 0.28 -2.15
H 0.44 -1.47 -3.35
H 0.90 -2.19 -1.80
H -0.78 -2.24 -2.33
H -1.48 -1.10 -0.11
H 0.18 -1.05 0.39
H 0.04 1.48 0.50
H -1.64 1.39 0.05
H 0.84 0.62 2.53
H -0.26 1.25 3.77
H -0.17 -0.48 3.46
O 3.25 1.78 -1.42
H 4.01 1.32 -1.64
*
```

Results
orbital gap (alpha / beta): 10.161 / 7.003 eV
highest occupied orbital energy (alpha / beta): -9.40 / -9.40 eV
E_LUMO (alpha / beta): 0.76 / -2.40 eV

---

Model ii:
DFT (ωB97M-V/def2-TZVPD) results for a 2-piece molecular cluster, C6H13O2 overall.

Geometry as ORCA input:
```
! RIJCOSX wB97M-V def2-TZVPD def2/J DEFGRID3
* xyz 0 2
C 0.55 2.14 1.49
C -0.89 2.08 0.91
C 1.77 1.71 0.59
H 0.74 3.19 1.63
H 0.50 1.45 2.33
H -1.08 1.23 0.20
H -1.28 3.00 0.49
H 1.38 1.00 -0.13
H 2.27 2.58 0.17
H -1.56 1.99 1.78
H 2.43 1.20 1.28
C -0.38 -1.56 -0.81
C -1.04 -2.87 -0.34
C 0.09 -1.79 -2.26
O -0.51 -1.34 -3.21
O 1.19 -2.48 -2.38
H -1.15 -0.80 -0.88
H 0.55 -1.39 -0.28
H -0.38 -3.68 -0.63
H -2.06 -2.91 -0.72
H -1.14 -2.77 0.74
*
```

Results
orbital gap (alpha / beta): 11.492 / 7.318 eV
highest occupied orbital energy (alpha / beta): -10.71 / -10.42 eV
E_LUMO (alpha / beta): 0.78 / -3.10 eV

---

model i has the most favorable energy; the next structure is 7.3 kJ/mol above.

---

Model i:
DFT (ωB97M-V/def2-TZVPD) results for a 2-piece molecular cluster, C5H11IN overall.

Geometry as ORCA input:
```
! RIJCOSX wB97M-V def2-TZVPD def2/J DEFGRID3
* xyz 1 1
C -0.67 -2.08 0.12
C 0.57 -1.94 0.31
C -1.97 -1.71 -0.26
C -0.07 1.17 0.22
C 2.24 1.12 -0.54
N 1.29 0.71 0.48
I 4.00 -0.12 -0.03
H 1.21 -2.70 0.76
H 2.69 2.05 -0.38
H -2.67 -2.58 -0.16
H -2.44 -0.90 0.19
H -2.10 -1.63 -1.28
H -0.60 1.06 1.04
H 0.01 2.34 0.11
H -0.61 0.78 -0.71
H 2.05 0.78 -1.47
H 0.99 -0.88 0.49
H 1.47 0.79 1.47
*
```

Results
orbital gap: 7.030 eV
highest occupied orbital energy: -12.87 eV
E_LUMO: -5.84 eV

---

Model ii:
DFT (ωB97M-V/def2-TZVPD) results for an isolated ion of composition C5H11IN and charge +1.

Geometry as ORCA input:
```
! RIJCOSX wB97M-V def2-TZVPD def2/J DEFGRID3
* xyz 1 1
C -2.42 -1.17 0.29
C -1.35 -0.09 0.34
C 0.00 -0.55 0.08
N 1.00 0.13 -0.32
C 2.26 -0.42 -0.59
C 0.90 1.82 -0.33
I 0.75 2.60 1.62
H -2.59 -1.45 -0.79
H -3.22 -0.66 0.78
H -1.82 -1.96 0.86
H -1.25 0.08 1.49
H -1.71 0.96 0.10
H 0.02 -1.61 0.28
H 2.14 -1.44 -0.30
H 3.17 0.03 -0.04
H 2.40 -0.54 -1.76
H 1.79 2.09 -0.92
H -0.05 2.16 -0.80
*
```

Results
orbital gap: 9.434 eV
highest occupied orbital energy: -13.78 eV
E_LUMO: -4.35 eV

---

model ii has the most favorable energy; the next structure is 268.5 kJ/mol above.